A | 15
Properties=species:S:1:pos:R:3:mulliken_charge:R:1 method="wB97M-V/def2-TZVPD" multiplicity=1 gap_ev=9.9 charge=+1
C -1.32082 0.89526 -1.91227 -0.721
N -1.21605 -0.42980 -1.20524 -0.219
H -0.73835 0.86106 -2.82413 0.317
H -2.36170 1.12488 -2.07723 0.339
H -0.87700 1.66086 -1.26387 0.292
H -0.94868 -1.15819 -1.86363 0.373
H -2.11380 -0.72038 -0.81390 0.412
H -0.49412 -0.44599 -0.43847 0.062
C 2.28314 -0.21017 1.25916 -0.654
S 0.70551 -1.08841 1.31264 -0.141
S -0.47378 0.17293 2.44573 -0.161
H 2.60098 -0.03656 2.27789 0.303
H 2.19677 0.71739 0.70413 0.289
H 2.99021 -0.88686 0.78635 0.303
H -0.23231 -0.45601 3.61284 0.206

=====

B | 15
Properties=species:S:1:pos:R:3:mulliken_charge:R:1 method="wB97M-V/def2-TZVPD" multiplicity=1 gap_ev=8.2 charge=+1
C 3.07231 0.02878 -2.53442 -0.742
N 1.85307 0.50184 -1.80280 -0.146
H 3.17175 0.57739 -3.46850 0.329
H 3.92322 0.10433 -1.88061 0.330
H 2.92792 -1.02192 -2.78235 0.337
H 1.07872 0.59562 -2.45235 0.383
H 1.96858 1.44393 -1.41032 0.412
H 1.48237 -0.03509 -1.00445 0.071
C -2.52270 0.61894 0.28381 -0.664
S -1.70356 -0.36342 1.54660 0.010
S 0.21957 -0.44295 0.71434 -0.291
H -3.51603 0.23118 0.07166 0.304
H -1.91212 0.57712 -0.61548 0.163
H -2.61789 1.68527 0.50491 0.312
H 0.93373 -0.43883 1.84503 0.192

=====

Of all the structures shown, which is most stable? A, and B is the least stable.